No. 1
Here is one molecule with the formula C3H3NO2 from the OMol25 dataset. Energies are from wB97M-V/def2-TZVPD.

Last column: natural (NBO) charge in e.
Element x y z (Å)
O 2.2463 -0.8861 0.4423  -0.5981
H -2.0628 -1.0633 0.1450  0.2180
C -0.7477 0.6818 -0.2176  -0.1103
C 1.1171 -0.5193 0.2566  0.8511
H -1.3370 1.5551 -0.4456  0.2307
O 0.0052 -1.3184 0.3833  -0.4535
C -1.1088 -0.5664 0.0890  0.0542
N 0.6426 0.7259 -0.0993  -0.6169
H 1.2450 1.3907 -0.5538  0.4247

The structure (SMILES) is O=c1[nH]cco1. The value obtained for the HOMO-LUMO gap is 9.7 eV. As for the total energy: -8744.5597 eV. The energy relative to the best compared isomer or geometry (same formula, charge and spin) comes out at 13.2 kcal per mole. Its spin multiplicity is 1.


No. 2
Here is C3H3NO2 as an isolated structure at a distorted geometry from the OMol25 dataset. Energies are from wB97M-V/def2-TZVPD.

Last column: natural (NBO) charge in e.
Element x y z (Å)
C 0.0895 0.3638 -0.7131  0.8297
C 1.8136 0.0653 1.3835  0.8049
O 2.5911 0.3600 2.2142  -0.5300
N 0.9787 -0.4817 0.6836  -0.7390
C -1.2937 -0.2094 -0.5716  -0.7549
H -1.1876 -1.3878 -0.7926  0.2918
O 0.7422 1.0244 -1.4121  -0.4350
H -1.6888 -0.0511 0.4738  0.2791
H -2.0449 0.3166 -1.2657  0.2534

The value obtained for the HOMO-LUMO gap is 10.5 eV. As for the total energy: -8743.3853 eV. The energy relative to the best compared isomer or geometry (same formula, charge and spin) comes out at 40.3 kcal per mole. Its spin multiplicity is 1.